Formula: C8H14O
Source: the OMol25 dataset
Level of theory: ωB97M-V/def2-TZVPD

## Properties
Highest occupied orbital energy (spin up / spin down) ... -0.2319 / -0.2608 Ha
Frontier orbital gap (spin up / spin down) ... 0.2578 / 0.2879 hartree
Energy relative to the best compared isomer or geometry (same formula, charge and spin) ... 181.2 kcal per mole

ORCA input file:
```
! wB97M-V def2-TZVPD RIJCOSX def2/J DEFGRID3
* xyz 0 1
C -1.153 1.252 0.871
H -2.171 0.968 1.155
H 2.377 -0.931 -0.839
C 0.354 -0.590 -0.417
O -2.455 -2.144 0.416
H -0.540 1.340 1.768
H -3.094 -1.433 0.545
H 2.738 3.061 -0.452
H 1.971 -1.071 0.879
H 2.179 1.872 0.829
C -0.589 0.268 -0.071
H 1.506 -2.358 -0.267
H -0.558 -2.624 0.932
C 2.073 2.229 -0.198
C 1.623 -1.280 -0.133
C 1.210 1.685 -1.040
H -0.566 0.168 -2.308
H -1.201 2.225 0.383
C -1.245 -1.789 0.981
H -1.508 -1.187 -1.512
H -1.297 -1.301 1.954
H 1.109 2.045 -2.068
C -0.761 -0.405 -1.409
*
```

Charges per atom according to Mulliken partitioning, unit e: -1.45, 0.35, 0.42, 0.79, -0.50, 0.28, 0.34, 0.28, 0.28, 0.17, 0.35, 0.45, 0.40, -0.55, -1.59, -0.45, 0.24, 0.44, -0.74, 0.27, 0.36, 0.24, -0.37

***

Formula: C9H15N5O2S
Source: the OMol25 dataset
Level of theory: ωB97M-V/def2-TZVPD

## Properties
Highest occupied orbital energy ... -0.2641 Ha
Frontier orbital gap ... 0.2784 hartree
Energy relative to the best compared isomer or geometry (same formula, charge and spin) ... 136.2 kcal per mole

ORCA input file:
```
! wB97M-V def2-TZVPD RIJCOSX def2/J DEFGRID3
* xyz 0 1
H -1.488 0.468 -1.248
C -1.952 0.545 -0.314
H -3.747 1.867 -0.686
H -3.013 -1.804 1.454
N 0.122 1.802 0.537
N 1.384 -0.729 -0.911
H 2.855 2.728 0.082
C -2.718 -0.673 1.318
C -1.337 1.810 0.199
N 1.411 -2.141 0.889
N 0.546 -2.719 0.211
H -1.857 1.922 1.434
H 2.899 1.234 -1.210
H -2.360 -0.329 2.018
C -3.336 0.791 -0.575
C 2.355 1.646 -0.365
H -4.799 -0.703 0.695
H -1.480 2.546 -0.238
H -3.811 0.124 -1.232
S 2.695 0.403 0.904
H 0.468 1.116 1.344
C 0.660 -1.926 -0.987
H -0.986 -2.760 -1.974
C -3.953 0.073 0.726
O -1.594 -0.585 0.299
H -0.300 -1.629 -2.908
H -4.228 0.953 1.706
H 0.074 -3.625 0.591
C 0.835 2.027 -0.637
N -0.110 -2.333 -2.008
C 1.790 -0.926 0.343
O 0.614 2.239 -1.700
*
```

Charges per atom according to Mulliken partitioning, unit e: 0.43, 0.76, 0.30, 0.20, -0.15, -0.30, 0.30, -1.44, -1.89, -0.88, 0.26, 0.15, 0.37, 0.93, -0.81, -0.49, 0.32, 0.93, 0.32, -0.30, 0.44, 0.15, 0.25, -0.33, -0.24, 0.31, 0.25, 0.27, 0.29, -0.56, 0.62, -0.46

***

Formula: C11H13Cl2FN2O7Pd
Source: the OMol25 dataset
Level of theory: ωB97M-V/def2-TZVPD

## Properties
Highest occupied orbital energy ... -0.0673 Ha
Frontier orbital gap ... 0.2360 hartree

ORCA input file:
```
! wB97M-V def2-TZVPD RIJCOSX def2/J DEFGRID3
* xyz -2 1
H 1.629 1.031 -3.470
H 0.200 -2.994 3.149
C 3.003 2.752 2.220
H 3.611 3.319 1.518
O 0.167 1.099 -0.561
F -3.571 -0.635 -2.063
H 2.922 3.263 3.179
C -0.667 0.360 3.455
C -1.479 -1.347 1.768
H -1.654 1.100 -1.902
H -1.642 -0.611 0.979
C -0.281 -0.946 2.625
N -0.888 -1.808 -4.122
H 0.567 -0.411 0.966
Cl 1.101 4.361 0.615
N -0.260 0.219 -3.179
H -0.737 -2.093 4.378
C 1.139 1.252 -1.360
C -2.378 -0.738 -2.682
H 0.993 -1.753 4.147
O -0.016 1.435 3.313
Pd 1.318 2.171 1.402
O -2.870 -2.839 -3.723
C -1.470 0.250 -2.541
Cl 3.793 1.199 2.475
O -1.616 0.180 4.243
C 0.064 -2.027 3.643
H -2.368 -1.383 2.397
O 2.330 1.415 -1.109
H 0.362 2.229 -3.108
C -2.140 -1.889 -3.504
O 0.871 -0.775 1.816
C 0.745 1.233 -2.877
H -0.638 -2.586 -4.712
C 0.074 -0.823 -4.018
H -1.320 -2.325 1.304
O 1.106 -0.885 -4.661
*
```

Charges per atom according to Mulliken partitioning, unit e: 0.34, 0.41, -0.61, 0.29, -0.78, -0.37, 0.34, 0.32, -1.68, 0.55, 0.34, 1.92, -0.08, 0.18, -0.67, 0.04, 0.36, 1.08, 0.44, 0.42, -0.71, 0.73, -0.68, -0.24, -0.24, -0.77, -1.95, 0.41, -0.72, 0.22, 0.28, -0.59, -1.01, 0.21, 0.54, 0.36, -0.68

***

Max |F| list, top to bottom, in eV/Å: 0.97 18.45 0.91
Energy list, top to bottom, in a.u.: -388.15320 -1174.02390 -2211.45110